Entry 1:
C20H27NO5 as an isolated structure at a distorted geometry. Source: the OMol25 dataset; level of theory: ωB97M-V/def2-TZVPD.

The geometry in ORCA input format:
```
! RIJCOSX wB97M-V def2-TZVPD def2/J DEFGRID3
* xyz 0 1
C 2.2569 3.0495 -2.6199
H 1.1780 2.6628 -2.9514
O 2.6247 2.0866 -1.6368
C 1.9580 2.0794 -0.4876
C 0.6239 2.8192 -0.1909
C 0.2007 2.5011 0.9656
C 0.9040 1.7093 1.9561
C 1.8483 1.0414 1.5569
C 2.5206 1.2844 0.3419
H 3.5282 0.8336 0.2664
H 2.4419 0.2563 2.2174
O 0.1424 1.3257 2.9712
C -1.2580 1.7721 3.5019
C -2.0940 0.5826 2.6407
C -1.8976 -0.7064 3.0007
O -2.1677 -1.3531 3.9139
O -0.7456 -1.1088 2.4132
C -0.1917 -2.4656 2.5903
H -1.2109 -3.3420 2.6874
C 0.7510 -3.0494 1.4213
O 0.8484 -4.1210 1.2625
N 1.2936 -2.0668 0.5554
H 0.7817 -1.1911 0.7253
C 1.9940 -2.3334 -0.6036
H 2.1561 -1.4720 -1.0159
H 2.4510 -3.1796 -0.3535
C 0.8300 -2.5170 -1.5916
C -0.3079 -1.7796 -1.9066
C -1.3017 -1.7659 -1.2443
C -2.4903 -0.8076 -1.1770
C -2.0859 0.4903 -1.7293
C -1.2722 0.5065 -2.9516
C 0.0852 -0.4332 -2.5749
H 0.7566 0.3392 -1.9217
H 0.6242 -0.5671 -3.4875
H -0.8694 1.2290 -3.3580
H -1.9111 -0.0427 -3.7208
H -2.6265 1.1678 -1.7760
H -1.4057 0.9663 -0.8868
H -3.1915 -1.1978 -2.0789
H -2.8864 -0.7827 -0.1023
H -1.3721 -2.7776 -0.7931
H 1.4571 -2.6673 -2.6799
H 0.4475 -3.5002 -1.4136
H 0.2571 -2.4633 3.3646
H -2.0744 0.7724 1.7405
H -3.1295 0.9315 3.1091
H -1.2634 1.4921 4.6865
H -1.5000 2.5915 3.1226
H -0.7267 2.8964 0.9915
H 0.2308 3.2541 -1.0089
H 2.8752 3.0586 -3.5092
H 1.9131 3.9916 -2.2314
*
```

Output
ΔE to the lowest compared entry with this formula, charge and spin, kcal per mole: 463.3
Strongest force on any atom, hartree/bohr: 0.302
Kohn-Sham gap, eV: 8.423

Entry 2:
C21H36P2PdSe as an isolated structure at a distorted geometry. Source: the OMol25 dataset; level of theory: ωB97M-V/def2-TZVPD.

The geometry in ORCA input format:
```
! RIJCOSX wB97M-V def2-TZVPD def2/J DEFGRID3
* xyz 0 3
P -0.4976 -1.1994 1.9912
P 1.6360 0.3449 -1.7338
C -0.6099 -0.3246 0.3880
C 0.1935 -0.4638 -0.9489
H -0.8435 0.7859 0.7008
H -1.5995 -0.7382 0.0657
H 0.4636 -1.5335 -1.0078
H -0.6205 -0.3065 -1.6832
C 1.5990 2.0470 -2.3367
H 2.6174 2.4304 -2.5259
H 1.1014 2.7226 -1.6045
H 1.0288 2.0630 -3.2899
C 1.8306 -0.5752 -3.2799
H 1.7918 0.1083 -4.1343
H 1.0370 -1.3145 -3.4135
H 2.7927 -1.0859 -3.2893
C -1.2233 -0.1279 3.3155
H -0.7964 -0.3895 4.2970
H -2.3217 -0.2656 3.3921
H -1.0368 0.9454 3.1533
C -1.7946 -2.4728 1.8413
H -1.8820 -2.8138 0.8063
H -2.7755 -2.0912 2.1648
H -1.5522 -3.3380 2.4651
Pd -0.6803 2.4477 -0.0846
C -2.3390 1.6473 -2.3214
C -1.6974 2.6913 -1.7082
C -2.3437 3.7161 -0.7521
C -3.3253 3.1794 0.3099
C -2.9785 1.7763 0.7416
C -3.5781 0.6764 0.2188
C -4.3101 0.5568 -1.0711
C -3.7905 1.4353 -2.2486
C 1.0826 -1.9130 2.5244
H -1.7834 1.1129 -3.0943
H -0.8074 3.0943 -2.2330
H -2.8558 4.4300 -1.4011
H -1.5335 4.2915 -0.2359
H -3.1933 3.7911 1.2139
H -4.3632 3.2626 -0.0259
H -2.5535 1.6958 1.7608
H -3.5615 -0.2671 0.7707
H -5.3678 0.8201 -0.9037
H -4.3103 -0.4906 -1.4285
H -4.0465 0.9109 -3.1794
H -4.3534 2.3834 -2.2901
H 1.5764 -2.5392 1.7471
H 0.8694 -2.4702 3.4523
H 1.8008 -1.1181 2.7193
Se 3.5217 0.2094 -0.3601
C 4.2703 -1.3131 0.4447
C 4.9977 -1.0947 1.6424
C 5.7707 -2.1031 2.1918
C 5.7797 -3.3716 1.6057
C 5.0398 -3.6181 0.4447
C 4.2655 -2.6036 -0.1197
H 4.9423 -0.1157 2.1224
H 6.3153 -1.9216 3.1215
H 6.3403 -4.1750 2.0702
H 5.0169 -4.6228 0.0157
H 3.6447 -2.7985 -0.9936
*
```

Output
ΔE to the lowest compared entry with this formula, charge and spin, kcal per mole: 157.6
Strongest force on any atom, hartree/bohr: 0.079
⟨S²⟩: 2.008
Kohn-Sham gap (spin up / spin down), eV: 3.830 / 6.212

Number 1: total energy -1208.59545 Ha. Number 2: total energy -4033.42697 Ha.